P) This record from the OMol25 dataset describes a gas-phase ion, C3H8NO2 (charge -1). The level of theory is ωB97M-V/def2-TZVPD.

Results
Kohn-Sham gap: 6.15 eV
total charge: -1
SMILES: N[C@@H](C[O-])CO
LUMO level: 4.218 eV
HOMO level: -1.936 eV

Last columns: bonded neighbours and bond lengths (Å).
Atoms and positions in Å:
1 O 2.022 -0.414 -1.101  C6 1.476, H7 1.043
2 O -1.513 1.744 0.325  C4 1.278
3 N 0.009 -1.643 0.482  C5 1.488, H9 1.025, H11 1.041
4 C -1.443 0.549 0.772  O2 1.278, C5 1.844, H8 1.164, H13 1.029
5 C -0.199 -0.359 -0.242  N3 1.488, C4 1.844, C6 1.502, H12 1.086
6 C 1.058 0.448 -0.389  O1 1.476, C5 1.502, H10 1.121, H14 1.053
7 H 1.954 -1.343 -0.632  O1 1.043
8 H -0.990 0.552 1.845  C4 1.164
9 H -0.021 -1.660 1.506  N3 1.025
10 H 0.880 1.381 -0.985  C6 1.121
11 H -0.810 -2.172 0.117  N3 1.041
12 H -1.006 -0.410 -0.967  C5 1.086
13 H -2.157 -0.182 0.646  C4 1.029
14 H 1.518 0.864 0.462  C6 1.053

Atomic partial charges in e from the Mulliken method, atoms 1 to 2:
1 O -0.60
2 O -0.81



Q) This record from the OMol25 dataset describes 2 unconnected molecules or ions with the total composition C3H8NO2. The level of theory is ωB97M-V/def2-TZVPD.

Results
Kohn-Sham gap: 7.06 eV
total charge: -1
LUMO level: 4.368 eV
HOMO level: -2.696 eV

Last columns: bonded neighbours and bond lengths (Å).
Atoms and positions in Å:
1 O -0.240 -1.258 0.285  C4 1.309
2 O -0.812 0.299 -2.246  N3 1.400, H14 0.914
3 N -1.728 -0.510 -1.563  O2 1.400, H12 1.030, H13 0.956
4 C 0.419 -0.137 0.425  O1 1.309, C5 1.417, C6 1.583
5 C 1.738 0.083 -0.043  C4 1.417, H8 1.129, H10 1.035
6 C -0.098 0.563 1.747  C4 1.583, H7 1.159, H9 1.096, H11 1.067
7 H -0.193 1.716 1.680  C6 1.159
8 H 2.378 0.915 0.375  C5 1.129
9 H 0.841 0.408 2.292  C6 1.096
10 H 2.115 -0.739 -0.546  C5 1.035
11 H -0.939 0.053 2.161  C6 1.067
12 H -1.167 -0.907 -0.797  N3 1.030
13 H -1.919 -1.142 -2.256  N3 0.956
14 H -0.396 0.656 -1.514  O2 0.914

Atomic partial charges in e from the Mulliken method, atoms 1 to 2:
1 O -0.82
2 O -0.44



P) ends up most stable, edging out the next structure by 0.0258 hartree.